[1]
{
  "formula": "C20H24Br2F5N2O6V",
  "method": "wB97M-V/def2-TZVPD",
  "spin_multiplicity": 4,
  "charge": -1,
  "homo_lumo_gap_ev": [6.00, 7.27],
  "energy_ev": -215758.164,
  "lumo_energy_ev": [2.50, 2.50],
  "mol_weight_g_mol": 694.16,
  "elements": ["V", "C", "O", "C", "C", "O", "C", "C", "O", "C", "H", "H", "H", "H", "H", "H", "H", "H", "H", "H", "H", "H", "H", "H", "C", "C", "C", "C", "C", "C", "Br", "C", "C", "Br", "C", "O", "C", "N", "H", "H", "H", "H", "H", "H", "N", "C", "C", "O", "O", "H", "H", "H", "H", "F", "C", "F", "C", "F", "F", "F"],
  "coordinates": [[0.4017, 0.9465, -0.3907], [3.9152, -2.3906, 0.0285], [2.6042, -1.9856, 0.3343], [1.8499, -2.9721, 0.9684], [0.5408, -2.3788, 1.3903], [-0.2340, -1.8156, 0.3306], [-0.8280, -2.7691, -0.5351], [-0.1145, -2.9246, -1.8477], [-0.2554, -1.7454, -2.6042], [0.5343, -1.7975, -3.7790], [4.4285, -2.7527, 0.9280], [4.4371, -1.5282, -0.3753], [3.9188, -3.1968, -0.7194], [2.3479, -3.3552, 1.8708], [1.7026, -3.8389, 0.3046], [0.7180, -1.5577, 2.0814], [-0.0440, -3.1520, 1.9024], [-1.8548, -2.4512, -0.7328], [-0.8776, -3.7419, -0.0332], [-0.5598, -3.7720, -2.3904], [0.9450, -3.1450, -1.6885], [0.1416, -2.5433, -4.4789], [1.5709, -2.0314, -3.5342], [0.5304, -0.8186, -4.2488], [-3.4613, 0.5348, -0.4385], [-2.8793, 0.9098, 0.8956], [-3.7563, 1.3371, 1.9358], [-3.2687, 1.6023, 3.1597], [-1.8830, 1.4601, 3.4152], [-1.2849, 1.6391, 4.6879], [-2.3410, 2.1101, 6.1996], [0.0451, 1.4507, 4.8415], [0.8661, 1.1138, 3.7459], [2.7075, 0.8495, 4.0603], [0.3771, 0.9893, 2.4527], [1.1081, 0.7355, 1.4368], [-1.0706, 1.1082, 2.3233], [-1.5977, 0.8231, 1.0707], [-4.4724, 0.1435, -0.3274], [-2.8578, -0.2361, -0.9165], [-3.5194, 1.4048, -1.1004], [-4.8157, 1.4314, 1.7287], [-3.9261, 1.9151, 3.9614], [0.4930, 1.5641, 5.8196], [-0.8054, 1.3825, -2.2370], [-1.1554, 2.8293, -2.2148], [-0.9905, 3.4611, -0.8365], [-1.6693, 4.4479, -0.5767], [-0.0940, 2.8998, -0.1023], [-0.5139, 1.0703, -3.1522], [-1.6221, 0.8315, -2.0177], [-2.1618, 3.0151, -2.5786], [-0.4550, 3.3507, -2.8675], [2.6105, -0.1299, -2.1729], [2.2946, 1.0563, -1.3929], [3.4241, 1.1628, -0.5674], [2.6471, 2.1109, -2.4782], [2.4584, 3.3574, -2.0446], [1.8414, 1.9613, -3.5628], [3.9096, 2.0246, -2.9312]],
  "lowdin_charge": [0.827, -0.099, -0.174, -0.234, -0.165, -0.146, -0.181, -0.216, -0.187, -0.102, 0.086, 0.087, 0.087, 0.131, 0.119, 0.118, 0.128, 0.122, 0.126, 0.130, 0.118, 0.085, 0.084, 0.081, -0.020, -0.305, -0.017, -0.038, -0.187, -0.642, 0.717, -0.192, -0.608, 0.749, -0.423, -0.175, -0.092, 0.145, 0.079, 0.061, 0.085, 0.109, 0.074, 0.087, -0.012, -0.142, -0.661, 0.009, -0.116, 0.074, 0.038, 0.104, 0.118, -0.078, -0.299, -0.022, -0.603, 0.143, 0.092, 0.123]
}


[2]
{
  "formula": "C20H24Cl2N7PPdTe",
  "method": "wB97M-V/def2-TZVPD",
  "homo_lumo_gap_ev": [5.60, 5.55],
  "energy_ev": -76664.153,
  "lumo_energy_ev": [0.07, 0.07],
  "mol_weight_g_mol": 698.36,
  "elements": ["Pd", "C", "N", "C", "C", "N", "C", "P", "C", "N", "C", "C", "N", "C", "C", "N", "C", "C", "N", "C", "H", "H", "H", "H", "H", "H", "H", "H", "H", "H", "H", "H", "H", "H", "H", "C", "Te", "C", "H", "H", "H", "H", "H", "H", "Cl", "C", "C", "C", "C", "C", "Cl", "C", "N", "H", "H", "H"],
  "coordinates": [[0.2480, -0.8127, -1.2773], [-2.4235, 2.0584, 2.5573], [-2.2795, 1.2967, 1.3366], [-3.2549, 0.5358, 0.7525], [-2.6839, -0.0699, -0.3312], [-1.3900, 0.3238, -0.4210], [-1.1399, 1.1332, 0.5964], [0.2320, 2.3711, 0.6352], [0.2430, 2.8719, -1.1251], [0.3133, 2.1203, -2.2046], [0.2978, 2.9641, -3.2656], [0.2177, 4.2591, -2.8333], [0.1821, 4.1990, -1.4724], [0.0911, 5.3201, -0.5622], [1.6649, 1.2116, 0.6239], [1.9754, 0.3850, -0.3615], [3.2599, -0.0115, -0.1593], [3.7439, 0.5849, 0.9700], [2.7339, 1.3635, 1.4609], [2.7727, 2.1321, 2.6859], [-2.9586, 1.4698, 3.3006], [-2.9730, 2.9840, 2.3770], [-1.4412, 2.3128, 2.9481], [-4.2554, 0.4964, 1.1474], [-3.1036, -0.7529, -1.0529], [0.3481, 2.5891, -4.2742], [0.1924, 5.1934, -3.3671], [0.0647, 6.2464, -1.1299], [0.9499, 5.3399, 0.1092], [-0.8151, 5.2534, 0.0405], [3.7640, -0.6807, -0.8352], [4.7059, 0.5261, 1.4485], [3.7576, 2.0337, 3.1350], [2.0279, 1.7712, 3.3960], [2.5770, 3.1859, 2.4865], [0.4474, -1.1277, 2.8215], [0.5750, -2.6597, 1.3036], [-1.5616, -2.8567, 1.2130], [-0.2920, -1.4224, 3.5618], [0.1586, -0.1887, 2.3549], [1.4206, -1.0197, 3.2968], [-1.8901, -3.6981, 1.8164], [-1.8558, -2.9995, 0.1769], [-1.9937, -1.9308, 1.5816], [1.7967, -2.2274, -2.4718], [0.7029, -3.5822, -2.2583], [1.1750, -4.8703, -2.2119], [0.2819, -5.9216, -2.0413], [-1.0834, -5.6494, -1.9790], [-1.5504, -4.3604, -2.0888], [-3.2593, -4.0554, -2.0090], [-0.6845, -3.2157, -2.1653], [-1.1214, -1.9755, -2.1580], [2.2410, -5.0510, -2.2775], [0.6408, -6.9377, -1.9635], [-1.7921, -6.4549, -1.8369]],
  "lowdin_charge": [0.533, -0.037, -0.134, -0.052, -0.122, -0.022, -0.469, 1.170, -0.468, 0.064, -0.128, -0.068, -0.149, -0.052, -0.478, -0.032, -0.139, -0.053, -0.132, -0.036, 0.095, 0.093, 0.064, 0.123, 0.097, 0.103, 0.115, 0.089, 0.080, 0.083, 0.092, 0.120, 0.092, 0.086, 0.079, -0.460, 1.152, -0.420, -0.001, -0.049, -0.013, -0.001, -0.051, -0.015, 0.698, -0.623, -0.150, -0.136, -0.142, -0.641, 0.639, -0.587, -0.091, 0.100, 0.087, 0.097]
}


Relative energy (zero: lowest compared OMol25 entry of this formula, charge and spin) across the listed records, respectively: 10.8; 97.4 kJ/mol.
F_max across the listed records, respectively: 1.9; 1.4 eV Å⁻¹.